(1)
{"formula": "C14H13B2ClO4", "method": "the ωB97M-V functional and the def2-TZVPD basis", "gap_ev": 8.09, "fmax_ev_per_a": 2.0, "total_energy_ev": -36799.52219, "lumo_ev": -0.06, "e_homo_ha": -0.2997, "elements": ["Cl", "O", "O", "O", "O", "B", "B", "C", "C", "C", "C", "C", "C", "C", "C", "C", "C", "C", "C", "C", "C", "H", "H", "H", "H", "H", "H", "H", "H", "H", "H", "H", "H", "H"], "coordinates": [[0.347, 2.037, -1.162], [6.559, 2.712, 0.504], [4.993, 4.281, -0.471], [-5.321, -2.088, -2.677], [-6.075, -0.315, -1.242], [5.261, 3.053, 0.088], [-5.168, -1.346, -1.521], [-0.526, -0.462, -0.040], [0.616, -0.491, 0.659], [-3.062, -3.051, 1.071], [4.060, 0.979, 1.090], [-4.112, -2.803, 0.239], [2.909, 2.380, -0.441], [-1.854, -2.342, 1.011], [-2.843, -0.969, -0.650], [2.987, 0.113, 1.169], [1.789, 1.545, -0.327], [4.034, 2.088, 0.275], [-3.983, -1.708, -0.590], [-1.730, -1.255, 0.123], [1.796, 0.372, 0.480], [6.672, 1.911, 1.050], [5.845, 4.749, -0.538], [-6.104, -1.895, -3.198], [-5.972, 0.109, -0.372], [-0.680, 0.360, -0.718], [0.729, -1.245, 1.425], [-3.132, -3.880, 1.764], [4.902, 0.791, 1.712], [-5.029, -3.369, 0.231], [2.884, 3.241, -1.072], [-1.020, -2.631, 1.627], [-2.787, -0.148, -1.330], [3.014, -0.722, 1.835]], "lowdin_charge": [0.766, 0.138, 0.162, 0.174, 0.146, -0.568, -0.589, -0.085, -0.034, -0.074, -0.041, -0.039, -0.058, -0.004, 0.002, -0.021, -0.514, -0.112, -0.122, -0.198, -0.202, 0.099, 0.119, 0.103, 0.111, -0.018, 0.101, 0.104, 0.099, 0.120, 0.107, 0.100, 0.122, 0.108]}

=====

(2)
{"formula": "C14H13Br2N4NiO4S2", "method": "the ωB97M-V functional and the def2-TZVPD basis", "gap_ev": [9.20, 8.68], "fmax_ev_per_a": 2.3, "spin_multiplicity": 3, "charge": 1, "total_energy_ev": -231673.85523, "lumo_ev": [-3.19, -3.72], "de_lowest_kcal_mol": 0.0, "e_homo_ha": [-0.4556, -0.4557], "elements": ["Ni", "Br", "C", "Br", "H", "H", "C", "C", "N", "C", "C", "S", "C", "C", "S", "C", "N", "C", "H", "H", "H", "H", "H", "H", "H", "H", "O", "C", "O", "C", "C", "N", "N", "C", "C", "O", "O", "H", "H", "H"], "coordinates": [[6.588, 2.847, 12.599], [6.220, 3.504, 15.341], [4.773, 3.044, 16.569], [4.409, 1.176, 16.671], [3.877, 3.533, 16.165], [5.140, 3.334, 17.537], [8.553, 5.630, 13.175], [8.974, 4.294, 13.747], [8.433, 3.156, 13.470], [8.983, 2.070, 14.143], [9.945, 2.451, 15.034], [10.200, 4.155, 14.935], [8.230, 0.832, 14.005], [8.458, -0.429, 14.438], [7.137, -1.394, 14.084], [6.405, -0.150, 13.233], [7.036, 0.966, 13.299], [5.126, -0.172, 12.571], [7.590, 5.736, 13.647], [8.617, 5.575, 12.105], [9.201, 6.455, 13.488], [10.361, 1.815, 15.776], [9.291, -0.725, 15.028], [4.802, -1.145, 12.189], [5.143, 0.505, 11.741], [4.329, 0.140, 13.218], [6.382, 5.667, 7.545], [7.189, 4.585, 7.474], [7.789, 4.267, 6.501], [7.221, 3.647, 8.669], [7.924, 2.464, 8.580], [7.794, 1.850, 9.808], [7.079, 2.568, 10.636], [6.757, 3.679, 9.985], [5.871, 4.589, 10.721], [5.369, 5.515, 10.108], [5.746, 4.395, 12.018], [5.884, 5.593, 8.434], [8.493, 2.072, 7.711], [8.227, 1.034, 10.217]], "lowdin_spin": [1.714, 0.029, 0.006, 0.000, 0.000, 0.001, 0.000, 0.003, 0.052, 0.003, 0.002, 0.005, 0.001, 0.001, 0.002, 0.003, 0.028, 0.002, 0.000, 0.000, 0.000, 0.000, 0.000, 0.000, 0.001, 0.000, 0.000, 0.000, 0.000, 0.000, 0.002, 0.007, 0.051, 0.002, 0.005, 0.010, 0.069, 0.000, 0.001, 0.000]}

=====

(3)
{"formula": "C14H13ClF6FeO", "method": "the ωB97M-V functional and the def2-TZVPD basis", "gap_ev": [5.13, 5.12], "fmax_ev_per_a": 2.5, "spin_multiplicity": 5, "charge": -2, "total_energy_ev": -79992.15372, "lumo_ev": [5.04, 5.04], "de_lowest_kcal_mol": 0.0, "e_homo_ha": [-0.0032, -0.0032], "elements": ["C", "C", "C", "H", "C", "C", "H", "H", "H", "H", "Fe", "Cl", "C", "C", "C", "H", "C", "C", "H", "H", "H", "H", "C", "C", "O", "C", "F", "F", "F", "C", "F", "F", "F", "H", "H", "H"], "coordinates": [[-3.408, 0.998, -0.588], [-2.796, 0.011, -1.466], [-1.522, 0.541, -1.899], [-3.189, -0.978, -1.716], [-1.372, 1.838, -1.304], [-2.531, 2.121, -0.505], [-2.719, 3.033, 0.052], [-4.373, 0.907, -0.090], [-0.864, 0.097, -2.650], [-0.548, 2.520, -1.490], [-1.570, -0.068, 0.365], [-2.948, -1.627, 1.107], [1.447, -3.896, -0.307], [2.286, -3.028, -1.074], [1.847, -3.078, -2.436], [3.129, -2.451, -0.694], [0.730, -3.970, -2.508], [0.483, -4.477, -1.192], [-0.285, -5.199, -0.921], [1.545, -4.101, 0.758], [2.302, -2.556, -3.276], [0.183, -4.238, -3.411], [1.127, 2.850, 0.699], [0.734, 1.648, 1.539], [0.021, 0.655, 0.938], [2.112, 1.033, 1.991], [2.911, 1.960, 2.590], [1.992, -0.021, 2.827], [2.763, 0.610, 0.857], [-0.088, 2.212, 2.789], [0.534, 3.210, 3.483], [-1.277, 2.730, 2.353], [-0.380, 1.236, 3.672], [1.653, 2.522, -0.202], [1.795, 3.474, 1.278], [0.276, 3.483, 0.435]], "lowdin_spin": [0.034, 0.014, 0.018, 0.002, 0.067, 0.044, 0.002, 0.002, 0.001, 0.004, 3.577, 0.113, 0.000, 0.000, 0.000, 0.000, 0.000, 0.000, 0.000, 0.000, 0.000, 0.000, 0.003, 0.016, 0.096, 0.003, 0.001, 0.000, 0.000, 0.003, 0.001, -0.001, 0.000, 0.000, 0.001, 0.000]}

=====

(4)
{"formula": "C14H13ClN4O2S", "method": "the ωB97M-V functional and the def2-TZVPD basis", "gap_ev": 8.06, "fmax_ev_per_a": 1.3, "total_energy_ev": -48143.97804, "lumo_ev": 0.31, "e_homo_ha": -0.2851, "elements": ["C", "N", "C", "C", "N", "C", "S", "N", "H", "C", "H", "H", "H", "C", "O", "N", "C", "O", "C", "C", "C", "C", "C", "C", "C", "Cl", "H", "H", "H", "H", "H", "H", "H", "H", "H"], "coordinates": [[-1.825, -3.050, -0.010], [-1.392, -1.696, -0.280], [-2.215, -0.640, -0.078], [-1.864, 0.656, -0.370], [-2.953, 1.457, -0.068], [-3.957, 0.675, 0.406], [-5.446, 1.140, 0.902], [-3.489, -0.632, 0.394], [-4.050, -1.411, 0.696], [-3.032, 2.885, -0.207], [-3.907, 3.146, -0.804], [-2.124, 3.234, -0.693], [-3.134, 3.352, 0.775], [-0.578, 0.981, -0.914], [-0.201, 2.075, -1.277], [0.245, -0.158, -1.010], [-0.113, -1.469, -0.785], [0.625, -2.401, -1.013], [1.620, 0.062, -1.477], [2.601, 0.102, -0.330], [3.079, -1.090, 0.207], [3.967, -1.097, 1.266], [4.403, 0.099, 1.809], [3.953, 1.296, 1.283], [3.058, 1.297, 0.222], [2.548, 2.826, -0.404], [4.292, 2.236, 1.688], [5.098, 0.105, 2.635], [4.321, -2.036, 1.664], [2.739, -2.021, -0.220], [1.876, -0.757, -2.151], [1.618, 1.013, -2.013], [-1.002, -3.712, -0.277], [-2.700, -3.297, -0.614], [-2.060, -3.170, 1.048]], "lowdin_charge": [0.003, 0.019, -0.176, -0.054, -0.067, -0.849, 0.604, 0.151, 0.150, -0.025, 0.090, 0.085, 0.097, -0.348, 0.040, 0.100, -0.415, 0.078, -0.081, -0.202, -0.031, -0.076, -0.083, -0.109, -0.590, 0.746, 0.101, 0.104, 0.103, 0.103, 0.136, 0.100, 0.094, 0.101, 0.101]}

=====

(5)
{"formula": "C14H13FN6", "method": "the ωB97M-V functional and the def2-TZVPD basis", "gap_ev": 7.52, "fmax_ev_per_a": 14.6, "total_energy_ev": -26377.39301, "lumo_ev": -0.81, "e_homo_ha": -0.3062, "elements": ["C", "N", "C", "N", "C", "N", "N", "C", "C", "C", "N", "C", "N", "H", "H", "C", "C", "C", "C", "C", "C", "H", "H", "F", "H", "H", "H", "C", "H", "H", "H", "H", "H", "H"], "coordinates": [[5.496, -0.490, -0.829], [4.513, 0.355, 0.055], [3.167, 0.441, -0.311], [2.805, -0.090, -1.285], [1.548, 0.047, -1.390], [0.687, -0.067, -0.492], [-0.413, -0.300, -1.085], [-1.809, -0.052, -0.743], [-2.792, -0.237, -1.688], [-2.522, -0.457, -2.926], [-1.301, -0.532, -3.651], [-0.252, -0.248, -2.719], [1.037, -0.174, -2.608], [-3.335, -0.640, -3.786], [-3.847, -0.184, -1.323], [-1.966, -0.127, 0.759], [-1.166, 0.739, 1.697], [-1.385, 0.856, 2.924], [-2.690, 0.347, 3.373], [-3.387, -0.601, 2.647], [-3.117, -0.537, 1.306], [-3.723, -1.420, 0.633], [-4.283, -1.032, 3.057], [-2.736, 0.278, 4.711], [-0.881, 1.735, 3.304], [-0.429, 1.239, 1.088], [2.823, 1.058, 0.590], [5.148, 1.015, 0.978], [4.585, 1.443, 1.701], [5.718, 0.217, 1.829], [5.950, 1.755, 0.677], [4.981, -0.660, -1.704], [6.296, 0.206, -1.257], [6.046, -1.193, -0.203]], "lowdin_charge": [0.016, -0.202, -0.188, 0.178, -0.522, 0.131, 0.025, -0.065, -0.109, -0.182, 0.117, -0.166, 0.149, 0.153, 0.134, -0.128, -0.066, -0.029, -0.207, -0.012, -0.094, 0.187, 0.121, 0.052, 0.131, 0.100, 0.178, -0.214, 0.029, 0.159, 0.107, 0.034, 0.101, 0.082]}

=====

(6)
{"formula": "C14H13NO3S", "method": "the ωB97M-V functional and the def2-TZVPD basis", "gap_ev": 9.29, "fmax_ev_per_a": 0.6, "total_energy_ev": -33196.69103, "lumo_ev": 0.73, "de_lowest_kcal_mol": 33.5, "e_homo_ha": -0.3148, "elements": ["O", "C", "N", "H", "C", "C", "C", "C", "C", "S", "H", "H", "H", "H", "H", "C", "C", "C", "C", "C", "C", "H", "H", "O", "C", "C", "H", "O", "H", "H", "H", "H"], "coordinates": [[-0.831, -1.884, 1.565], [-0.680, -1.326, 0.497], [-1.707, -1.133, -0.372], [-1.567, -0.561, -1.189], [-3.065, -1.485, -0.031], [-3.964, -0.293, 0.003], [-5.268, -0.203, -0.373], [-5.810, 1.089, -0.183], [-4.906, 1.961, 0.325], [-3.374, 1.226, 0.597], [-5.037, 2.998, 0.562], [-6.825, 1.351, -0.422], [-5.827, -1.032, -0.769], [-3.007, -1.956, 0.959], [-3.461, -2.218, -0.744], [0.639, -0.811, 0.033], [1.556, -0.432, 1.005], [2.807, 0.049, 0.653], [3.145, 0.165, -0.701], [2.241, -0.256, -1.670], [1.000, -0.741, -1.311], [0.330, -1.087, -2.084], [2.538, -0.188, -2.705], [4.346, 0.677, -1.112], [5.052, 1.344, -0.089], [5.012, 0.525, 1.200], [5.562, 1.019, 2.002], [3.682, 0.392, 1.649], [5.445, -0.467, 1.012], [6.074, 1.469, -0.449], [4.602, 2.329, 0.095], [1.296, -0.519, 2.048]], "lowdin_charge": [0.070, -0.457, 0.046, 0.130, -0.187, -0.513, -0.142, -0.195, -0.421, 1.037, 0.057, 0.099, 0.109, 0.127, 0.130, -0.136, 0.077, -0.185, -0.197, 0.010, -0.035, 0.110, 0.121, -0.022, -0.147, -0.149, 0.133, -0.019, 0.140, 0.133, 0.140, 0.136]}

=====

(7)
{"formula": "C14H13NO5", "method": "the ωB97M-V functional and the def2-TZVPD basis", "gap_ev": 9.41, "fmax_ev_per_a": 1.1, "total_energy_ev": -26453.94280, "lumo_ev": 0.64, "de_lowest_kcal_mol": 86.8, "e_homo_ha": -0.3223, "elements": ["C", "H", "H", "H", "O", "C", "O", "C", "C", "C", "C", "O", "C", "O", "C", "C", "C", "C", "C", "C", "C", "N", "O", "H", "H", "H", "H", "H", "H", "H", "H", "H", "H"], "coordinates": [[2.995, -4.433, 1.524], [3.948, -3.996, 1.811], [3.076, -4.928, 0.554], [2.669, -5.167, 2.264], [2.072, -3.359, 1.453], [0.816, -3.694, 1.127], [0.454, -4.825, 0.912], [-0.066, -2.529, 1.066], [-1.405, -2.465, 0.766], [-1.760, -1.105, 0.843], [-0.613, -0.434, 1.178], [0.411, -1.286, 1.318], [-0.359, 1.022, 1.418], [-1.397, 1.836, 0.917], [-1.163, 2.676, -0.142], [-1.813, 3.907, -0.068], [-1.640, 4.863, -1.046], [-0.787, 4.615, -2.112], [-0.159, 3.392, -2.209], [-0.352, 2.392, -1.251], [0.230, 1.079, -1.485], [1.298, 0.958, -2.159], [1.715, -0.352, -2.368], [2.537, -0.268, -2.872], [-0.305, 0.207, -1.109], [0.482, 3.163, -3.045], [-0.628, 5.367, -2.869], [-2.155, 5.808, -0.969], [-2.451, 4.088, 0.784], [-0.324, 1.203, 2.503], [0.616, 1.300, 0.998], [-2.722, -0.668, 0.669], [-2.035, -3.295, 0.524]], "lowdin_charge": [-0.046, 0.093, 0.099, 0.098, -0.020, -0.448, 0.120, -0.164, 0.036, 0.007, -0.255, 0.119, -0.106, -0.028, -0.213, -0.005, -0.078, -0.085, -0.029, -0.137, -0.109, 0.008, -0.045, 0.094, 0.129, 0.109, 0.102, 0.104, 0.118, 0.147, 0.143, 0.119, 0.123]}

=====

(8)
{"formula": "C14H14BF9N6NiO", "method": "the ωB97M-V functional and the def2-TZVPD basis", "gap_ev": [7.94, 5.82], "fmax_ev_per_a": 5.1, "spin_multiplicity": 3, "total_energy_ev": -91905.45811, "lumo_ev": [-0.66, -2.73], "de_lowest_kcal_mol": 89.8, "e_homo_ha": [-0.3160, -0.3143], "elements": ["H", "N", "B", "N", "C", "Ni", "H", "C", "H", "C", "H", "C", "H", "H", "H", "N", "N", "N", "N", "C", "C", "H", "H", "C", "C", "C", "C", "H", "H", "H", "H", "H", "F", "C", "F", "F", "C", "O", "C", "F", "F", "F", "C", "F", "F", "F"], "coordinates": [[1.773, 1.920, 0.336], [1.201, 0.701, -1.350], [0.137, -0.133, -3.559], [0.288, 0.894, -2.397], [0.048, 2.242, -2.517], [2.309, -0.705, -1.153], [-0.615, 2.679, -3.240], [0.579, 2.862, -1.367], [0.418, 3.858, -1.011], [1.279, 1.885, -0.669], [0.635, 0.415, -4.501], [0.108, -0.670, 1.829], [1.003, 0.089, 1.957], [0.597, -1.689, 1.725], [-0.403, -0.430, 0.895], [-1.378, -0.262, -4.017], [0.868, -1.562, -3.416], [-1.997, -1.398, -3.629], [1.713, -1.797, -2.318], [-2.186, 0.607, -4.698], [1.307, -2.385, -4.389], [-1.790, 1.524, -5.104], [0.946, -2.286, -5.385], [-3.436, 0.007, -4.763], [2.309, -3.232, -3.874], [-3.308, -1.150, -4.032], [2.579, -2.836, -2.559], [-4.281, 0.506, -5.121], [2.777, -4.020, -4.404], [-4.167, -1.872, -3.865], [3.291, -3.091, -1.773], [-0.562, -0.152, 2.908], [0.742, -1.304, 4.544], [1.015, -0.025, 4.848], [1.677, 0.019, 6.054], [1.882, 0.472, 3.925], [-0.410, 0.716, 4.771], [-0.962, 0.696, 3.533], [-1.290, 0.124, 6.033], [-0.495, -0.284, 7.059], [-2.190, 0.976, 6.570], [-1.941, -0.943, 5.539], [-0.008, 2.226, 5.018], [0.518, 2.302, 6.251], [0.905, 2.665, 4.137], [-1.125, 2.951, 4.858]], "lowdin_spin": [0.002, 0.051, -0.001, 0.000, -0.003, 0.889, 0.000, 0.002, 0.001, 0.008, 0.000, 0.533, 0.018, 0.023, 0.026, 0.000, 0.004, 0.000, 0.054, 0.000, -0.001, 0.000, 0.000, 0.000, 0.005, 0.000, 0.013, 0.000, 0.001, 0.000, 0.005, 0.085, 0.007, 0.007, 0.001, 0.000, 0.015, 0.239, 0.001, 0.000, 0.000, 0.000, 0.008, 0.003, 0.001, 0.002]}